17
Properties=species:S:1:pos:R:3:forces:R:3 method="wB97M-V/def2-TZVPD" total_charge=0 fmax_ha_per_bohr=0.0686 smiles=C[C@]1(O)O[C@@H]2N[C@@]21C homo_energy_ev=-8.482 orbital_gap_ev=9.25 lumo_ev=0.8 total_energy_ev=-10913.0505
C -1.6331 1.2783 0.1113 -0.2537 0.1372 -0.0889
C -0.7178 0.2333 -0.5001 -2.3955 -0.4472 0.9451
O -0.3974 0.5475 -1.8519 0.1134 -0.5767 1.2593
O -1.3573 -1.1258 -0.3776 -0.5333 0.9524 -0.1877
C -0.2580 -1.6193 0.3675 2.2082 1.2732 -1.0986
N 0.0783 -0.9467 1.6088 -2.3127 0.7523 0.3142
C 0.4045 -0.2687 0.3498 2.8621 -2.0103 -0.4558
C 1.8213 -0.1230 -0.0934 0.7370 0.3322 -0.0208
H -1.9513 0.9947 1.1192 0.2277 -0.0848 -0.2026
H -1.1223 2.2449 0.1798 0.0379 -0.0692 -0.0451
H -2.5307 1.4102 -0.5016 0.1578 -0.0764 0.0115
H -0.1389 1.4826 -1.8503 -0.1671 -0.2809 -0.0938
H 0.3003 -2.4918 0.0484 -0.6009 -0.2643 0.0334
H 0.9016 -1.3769 2.0280 -0.0803 0.1943 -0.3559
H 2.0692 -0.8470 -0.8767 0.0202 0.2054 0.0315
H 2.0077 0.8777 -0.4950 0.0791 -0.0921 0.0417
H 2.5241 -0.2700 0.7339 -0.0999 0.0550 -0.0876



60
Properties=species:S:1:pos:R:3:forces:R:3 method="wB97M-V/def2-TZVPD" total_charge=0 fmax_ha_per_bohr=0.0623 smiles=OCCO.OCCO.OCCO.CO.CO.CO.CO.CO homo_energy_ev=-9.595 orbital_gap_ev=10.02 lumo_ev=0.4 total_energy_ev=-34541.5114
O 0.7382 3.4657 -1.2597 -0.0107 0.1384 -0.0021
C 0.0462 4.6642 -0.8577 -0.1740 -1.2588 -0.7872
C -0.1762 4.4925 0.6065 -0.2275 -0.4531 1.1124
O -0.8771 3.3081 0.9960 0.9042 -0.4683 -0.7638
H 0.7926 3.4294 -2.2154 0.0239 0.0280 -0.1325
H 0.6976 5.5123 -0.9764 0.1983 0.6220 -0.2828
H -0.8764 4.7816 -1.4775 0.4880 -0.0110 0.6959
H -0.8104 5.2834 0.9547 -0.1908 0.6680 0.2870
H 0.7995 4.5675 1.1399 -0.4782 -0.1199 -0.3348
H -0.3607 2.5288 0.6797 -0.5366 0.8053 0.3890
O -0.6128 -2.2140 2.4363 -0.7441 0.5166 -0.6240
C 0.7153 -2.6312 2.3694 1.2904 0.5342 1.2052
C 1.4469 -2.1917 3.6409 -0.3787 -0.5162 -0.6324
O 0.6836 -2.7404 4.6734 -1.2110 -0.1229 1.1171
H -0.8973 -2.3393 3.3487 0.0293 -0.1299 0.2043
H 0.7868 -3.6988 2.2147 0.0039 -0.4552 0.1877
H 1.2973 -2.1548 1.6158 -0.2182 0.5556 -1.2756
H 1.6341 -1.1075 3.7058 -0.4084 -0.3172 -0.0707
H 2.3623 -2.7156 3.6725 1.5937 -0.2173 -0.2963
H 0.7834 -2.2742 5.5003 0.1537 0.2116 0.2130
O 0.0229 -1.7350 -2.8222 0.9131 0.1047 -0.3080
C 1.3785 -2.0880 -3.2633 -0.9887 0.1535 0.5653
C 1.8454 -1.1724 -4.3729 0.3556 -0.1144 1.5144
O 1.1281 -1.4301 -5.4908 -0.6921 -0.2770 -2.2459
H -0.3583 -2.4984 -2.3584 0.4208 0.0933 -0.1172
H 2.0996 -1.9672 -2.4535 -0.1231 -0.4353 0.3938
H 1.3017 -3.1071 -3.6569 0.5287 0.0644 0.1727
H 2.8957 -1.4225 -4.5981 -0.1897 0.2540 0.2602
H 1.7647 -0.1214 -4.0330 0.1870 -0.2205 -0.1405
H 0.2999 -0.9538 -5.4775 -0.3239 0.3322 -0.1271
C -1.0193 0.0474 0.2105 0.7076 0.6974 -1.3947
O -0.8193 0.4171 1.5514 -0.0520 -1.2279 0.3585
H -1.9561 -0.4104 -0.0396 -1.0265 -0.1307 0.3774
H -0.9323 0.9420 -0.4295 -0.0924 -0.2128 0.2500
H -0.2909 -0.6567 -0.1924 0.4787 -0.0437 0.2965
H -0.6702 -0.4574 1.9993 -0.2660 0.8634 -0.0529
C -1.4967 -4.0750 -0.1352 -0.9019 0.0328 -0.0776
O -0.3554 -4.1566 -0.9832 -0.0975 -0.7824 -0.0298
H -1.2750 -4.3666 0.9003 0.0809 0.3267 -0.1994
H -1.8579 -3.0335 -0.1889 0.2029 -0.4986 0.2989
H -2.3217 -4.7391 -0.4801 0.4681 0.4057 0.0156
H -0.2144 -5.1067 -1.1350 0.2012 0.5954 -0.0877
C 2.2442 1.3350 2.0335 -0.8388 -1.7570 -1.0003
O 2.8474 0.0816 1.5042 -0.9625 0.7646 1.9142
H 1.1864 1.1658 2.3306 0.6453 -0.1048 -0.5031
H 2.7373 1.6485 2.9238 0.8917 0.3759 0.3774
H 2.2638 2.0411 1.2127 0.0281 0.5633 0.2494
H 3.1145 0.2610 0.6213 0.2973 0.2023 -1.0105
C -1.1455 1.1233 -4.3454 0.1325 -2.5736 -1.9045
O -0.7130 0.8614 -5.7383 -0.1608 -0.0825 0.9971
H -1.4191 0.1208 -3.8989 0.5385 1.2189 -0.3932
H -0.3289 1.5768 -3.8408 0.4175 0.5136 0.8248
H -2.0157 1.6993 -4.4687 -1.0929 1.0421 0.6530
H -0.7969 1.6935 -6.2140 0.1035 -0.1580 -0.0265
C -2.7459 1.5914 4.3284 -0.4026 -0.0783 0.0438
O -1.8753 2.6050 3.8813 -0.1120 0.0018 0.7571
H -2.2830 0.8210 4.9431 0.5225 -0.0598 0.0339
H -3.5485 1.9949 4.9445 -0.0012 0.3622 -0.0201
H -3.2095 1.0948 3.4891 -0.2296 -0.2597 -0.3065
H -1.6540 2.4103 2.9748 0.3252 0.0394 -0.6180



129
Properties=species:S:1:pos:R:3:forces:R:3 method="wB97M-V/def2-TZVPD" total_charge=-2 s2=2.01 multiplicity=3 fmax_ha_per_bohr=0.0393 homo_energy_ev="-1.988 / -1.981" orbital_gap_ev="5.87 / 5.87" lumo_ev="3.9 / 3.9" total_energy_ev=-379131.5239
Pd -0.7178 -2.0065 -1.4421 -1.0946 -1.6867 -0.2195
C -2.2120 1.6225 -7.0796 0.0396 -0.0048 0.1054
C -2.3091 2.0211 -5.6275 -0.0158 0.0726 -0.0505
C -1.2733 2.6899 -4.9959 0.0357 0.0262 0.0022
C -1.3342 3.0213 -3.6416 0.0044 -0.0309 -0.0394
C -0.2086 3.7999 -3.0124 0.0430 -0.0444 -0.0201
C -2.4527 2.6436 -2.8971 -0.0140 -0.0474 0.0660
C -3.5323 2.0013 -3.5290 -0.0066 -0.0291 0.0524
C -4.7831 1.6523 -2.7648 0.0376 0.0504 -0.0163
C -3.4369 1.6980 -4.8800 -0.0547 0.1172 -0.0183
C -2.5916 3.1387 -1.4842 0.0414 -0.1138 0.0892
C -3.1756 4.4045 -1.4067 0.0063 -0.0217 -0.0114
C -3.3985 5.0227 -0.1932 -0.0201 0.0084 -0.0049
C -3.0396 4.3559 0.9609 0.0758 -0.1103 -0.0008
C -2.4467 3.0880 0.9257 -0.1005 -0.0758 -0.1675
C -2.1819 2.4498 -0.3177 -0.3846 0.0593 0.2220
Ge -1.5083 0.5340 -0.4452 0.2705 0.8842 0.2131
S -3.0439 -0.8456 -0.9976 0.4977 0.1506 -0.1281
S 0.3923 0.3216 -1.7895 -0.3125 -0.0644 0.1153
Ge 1.2652 -0.8604 0.0207 1.1983 0.8846 0.0350
S 1.6003 -2.8275 -0.7998 -0.2438 0.3315 0.1949
S -0.1976 0.1797 1.3840 -0.1224 -0.1652 0.0843
C 3.1458 -0.3943 0.6402 0.2756 -0.0502 0.1825
C 3.5905 -0.9801 1.8579 -0.1494 0.1666 -0.1969
C 4.9335 -0.9300 2.2257 -0.0269 -0.0450 0.0680
C 5.8723 -0.3085 1.4232 0.0666 0.0115 -0.0093
C 5.4572 0.2814 0.2447 0.0273 -0.0014 0.0026
C 4.1207 0.2441 -0.1612 -0.2595 -0.1295 0.2011
C 3.8718 0.9588 -1.4581 -0.1255 0.0099 0.0030
C 4.1358 0.3308 -2.6828 -0.0078 -0.0337 0.0507
C 4.4776 -1.1366 -2.7624 -0.1088 0.0307 -0.0009
C 4.0665 1.0822 -3.8526 0.0568 -0.0666 -0.0384
C 3.7741 2.4374 -3.8388 -0.0242 0.0836 -0.0448
C 3.7804 3.2314 -5.1236 -0.0336 -0.0754 0.0516
C 3.5029 3.0406 -2.6166 -0.0961 0.0011 -0.0206
C 3.5352 2.3199 -1.4274 -0.0189 -0.0840 0.0397
C 3.2158 3.0015 -0.1178 -0.0245 -0.0893 -0.0489
C 2.6679 -1.6272 2.8553 -0.0196 0.0104 -0.0716
C 2.5499 -3.0220 2.9490 0.0363 0.1153 -0.0401
C 3.3841 -3.9730 2.1237 -0.1047 0.0850 -0.0170
C 1.6910 -3.5642 3.9019 0.0611 -0.0300 0.0016
C 0.9931 -2.7716 4.7972 -0.0058 0.0297 0.0317
C 0.1294 -3.3914 5.8653 -0.0047 -0.0153 -0.0606
C 1.1686 -1.3939 4.7306 0.0091 0.0295 0.0192
C 2.0048 -0.8091 3.7884 0.0175 0.0692 -0.0606
C 2.2241 0.6885 3.8137 -0.1342 -0.0686 -0.0329
C -2.2187 2.5503 2.3161 0.1125 -0.0916 -0.0824
C -3.1625 1.7132 2.9250 0.0415 -0.0442 -0.1241
C -4.3404 1.1637 2.1571 0.0946 0.0341 0.0091
C -2.9982 1.3791 4.2692 -0.0509 -0.0574 -0.0744
C -1.9425 1.8651 5.0223 0.0196 0.0119 0.0943
C -1.8090 1.5174 6.4860 0.0118 -0.0277 -0.0867
C -1.0201 2.7012 4.4022 0.0969 -0.0337 0.0193
C -1.1392 3.0481 3.0637 0.0118 -0.1619 -0.1140
C -0.0821 3.8967 2.4038 -0.0124 -0.0406 -0.0170
H -1.3632 2.1102 -7.5653 -0.0514 -0.0265 0.0287
H -3.1203 1.8880 -7.6265 0.0195 -0.0187 0.0176
H -2.0734 0.5407 -7.1674 -0.0058 0.0441 0.0107
H -0.3886 2.9677 -5.5664 -0.0668 -0.0218 0.0556
H 0.2968 4.4107 -3.7633 0.0324 -0.0209 0.0023
H 0.5272 3.1218 -2.5763 0.0632 -0.0528 0.0314
H -0.5631 4.4519 -2.2127 0.0136 -0.0076 -0.0581
H -5.2070 2.5316 -2.2712 0.0101 -0.0107 -0.0386
H -4.5518 0.9129 -1.9925 -0.0324 0.0640 -0.0604
H -5.5352 1.2258 -3.4328 0.0498 0.0341 0.0285
H -4.2642 1.1814 -5.3610 0.0503 0.0099 0.0371
H -3.4575 4.8974 -2.3318 0.0025 -0.0328 0.0155
H -3.8627 6.0015 -0.1462 0.0162 -0.0086 0.0010
H -3.2287 4.8041 1.9315 0.0167 -0.0161 -0.0295
H 5.2326 -1.3874 3.1660 -0.0435 0.0300 -0.0829
H 6.9170 -0.2798 1.7158 -0.0424 0.0043 -0.0116
H 6.1777 0.7807 -0.3975 -0.0478 -0.0139 0.0293
H 5.1193 -1.4475 -1.9365 0.0005 0.0221 -0.0321
H 4.9758 -1.3667 -3.7083 -0.0346 0.0357 0.0740
H 3.5685 -1.7422 -2.6936 0.0229 0.0343 0.0337
H 4.2613 0.5888 -4.8035 -0.0163 0.0415 0.0879
H 3.2308 2.7093 -5.9118 0.0279 0.0393 0.0594
H 4.8035 3.3849 -5.4805 -0.0397 -0.0066 0.0009
H 3.3268 4.2131 -4.9840 -0.0226 -0.0025 0.0077
H 3.2410 4.0960 -2.5875 0.0226 -0.0605 0.0013
H 2.9043 4.0359 -0.2827 0.0235 -0.0723 -0.0031
H 4.0822 2.9975 0.5511 -0.0499 -0.0019 -0.0258
H 2.4093 2.4760 0.4041 0.0268 0.0253 -0.0378
H 3.8784 -3.4767 1.2935 -0.0070 0.0408 -0.0465
H 2.7584 -4.7634 1.7082 -0.0082 0.0013 0.0005
H 4.1490 -4.4371 2.7594 -0.0582 0.0421 -0.0671
H 1.5818 -4.6452 3.9511 -0.0028 0.0526 -0.0160
H -0.1900 -4.3949 5.5759 0.0017 0.0637 0.0095
H -0.7625 -2.7912 6.0434 -0.0385 0.0050 -0.0112
H 0.6812 -3.4697 6.8092 -0.0465 0.0013 -0.0539
H 0.6395 -0.7533 5.4330 0.0278 -0.0279 -0.0364
H 2.0166 1.0815 4.8123 -0.0117 -0.0266 -0.0370
H 1.5574 1.1976 3.1104 0.0499 -0.0529 0.0251
H 3.2485 0.9464 3.5423 0.0015 -0.0078 0.0168
H -4.8843 1.9618 1.6421 0.0359 -0.0448 0.0286
H -5.0256 0.6399 2.8264 0.0314 0.0585 -0.0113
H -4.0213 0.4448 1.3973 0.0291 0.0090 -0.0077
H -3.7178 0.7071 4.7316 0.0464 0.0452 -0.0446
H -2.3278 0.5841 6.7164 0.0417 0.0515 -0.0234
H -2.2380 2.3031 7.1151 0.0036 -0.0173 -0.0045
H -0.7603 1.4049 6.7720 -0.0404 -0.0071 -0.0256
H -0.1667 3.0697 4.9689 -0.0640 -0.0263 -0.0474
H 0.7646 4.0533 3.0768 -0.0593 -0.0082 -0.0331
H -0.4728 4.8724 2.1007 0.0134 -0.0397 0.0106
H 0.2824 3.3984 1.5002 -0.0069 0.0352 0.0513
Br -3.1872 -2.6391 3.5291 0.0817 0.0032 0.1068
C -2.4978 -4.0452 2.4544 -0.0015 -0.1561 -0.0145
C -2.6854 -5.3678 2.8433 0.0017 0.1946 -0.0602
C -2.2210 -6.3982 2.0653 0.0855 -0.0864 -0.1042
Br -2.4371 -8.1933 2.7009 0.0097 0.0458 -0.0415
C -1.6044 -6.1478 0.8125 -0.0365 0.1519 0.0203
C -1.1132 -7.1329 -0.0692 -0.0184 -0.0042 -0.0063
C -0.5783 -6.7600 -1.2725 0.0192 -0.0311 -0.0168
C -0.5583 -5.4032 -1.6298 -0.0351 -0.0207 0.0267
N -0.9980 -4.4622 -0.8297 -0.1387 -0.0163 0.2571
C -1.4679 -4.7945 0.3924 0.0731 -0.0904 0.0019
C -1.7858 -3.6664 1.2841 -0.1009 -0.0381 -0.0060
O -1.4635 -2.5034 1.0014 0.0837 -0.0142 -0.0315
H -3.2011 -5.5809 3.7704 0.0150 0.0110 0.0219
H -1.1643 -8.1754 0.2186 -0.0026 0.0060 -0.0066
H -0.1851 -7.4995 -1.9602 -0.0101 0.0193 0.0186
H -0.1693 -5.0846 -2.5887 -0.0021 -0.0214 0.0157
F -0.0767 -2.9002 -4.0876 0.0353 -0.0836 0.1605
C -1.2801 -2.6478 -3.4218 0.5317 0.6294 -0.8643
F -1.9700 -3.8323 -3.5249 -0.1636 -0.0698 0.1596
C -2.0217 -1.7159 -4.4244 0.0411 -0.5866 0.0540
F -1.7660 -2.0910 -5.7162 -0.1944 0.0502 0.1123
F -3.3535 -1.8057 -4.2722 0.0781 0.2247 0.0294
F -1.6575 -0.4448 -4.3388 0.1512 -0.0080 0.2120